{
  "formula": "C34H83N7O10",
  "method": "ωB97M-V/def2-TZVPD",
  "elements": ["C", "C", "O", "N", "C", "C", "C", "C", "C", "C", "C", "O", "C", "O", "O", "H", "H", "H", "H", "H", "H", "H", "H", "H", "H", "H", "H", "H", "H", "H", "H", "H", "C", "C", "C", "O", "C", "N", "H", "H", "H", "H", "H", "H", "H", "H", "H", "H", "H", "C", "C", "C", "O", "C", "N", "H", "H", "H", "H", "H", "H", "H", "H", "H", "H", "H", "C", "C", "C", "O", "C", "N", "H", "H", "H", "H", "H", "H", "H", "H", "H", "H", "H", "C", "C", "C", "O", "C", "N", "H", "H", "H", "H", "H", "H", "H", "H", "H", "H", "H", "C", "C", "C", "O", "C", "N", "H", "H", "H", "H", "H", "H", "H", "H", "H", "H", "H", "C", "C", "C", "O", "C", "N", "H", "H", "H", "H", "H", "H", "H", "H", "H", "H", "H"],
  "xyz": [[2.144, 2.037, -3.204], [2.464, 0.749, -3.947], [2.153, 0.629, -5.113], [3.125, -0.311, -3.243], [4.226, 0.225, -2.413], [2.154, -1.091, -2.442], [1.496, -2.216, -3.254], [0.090, -1.937, -3.814], [-1.015, -2.022, -2.735], [-1.812, -0.761, -2.384], [-1.399, 0.621, -2.962], [-2.494, 0.985, -3.807], [-3.566, 0.340, -3.254], [-4.655, 0.811, -3.130], [-3.160, -0.893, -2.876], [2.522, 2.870, -3.802], [2.573, 2.093, -2.204], [1.067, 2.174, -3.123], [4.540, 1.206, -2.775], [3.940, 0.311, -1.360], [5.086, -0.441, -2.518], [1.415, -0.444, -1.943], [2.734, -1.546, -1.636], [2.167, -2.494, -4.070], [1.403, -3.093, -2.603], [-0.108, -2.714, -4.558], [0.073, -0.997, -4.365], [-1.762, -2.751, -3.063], [-0.584, -2.438, -1.819], [-1.830, -0.639, -1.297], [-1.337, 1.349, -2.144], [-0.462, 0.679, -3.506], [8.806, -2.251, -6.536], [8.516, -2.479, -5.056], [7.229, -1.809, -4.560], [7.318, -0.409, -4.376], [7.162, 0.369, -5.548], [9.692, -2.092, -4.273], [9.213, -1.256, -6.716], [9.547, -2.969, -6.884], [7.905, -2.368, -7.141], [8.370, -3.555, -4.913], [6.997, -2.213, -3.571], [6.382, -2.047, -5.216], [6.444, -0.089, -6.235], [8.112, 0.522, -6.065], [6.780, 1.343, -5.243], [9.561, -2.364, -3.304], [9.737, -1.077, -4.254], [-7.898, 4.462, -4.142], [-7.518, 5.735, -3.393], [-6.045, 5.793, -2.968], [-5.713, 4.982, -1.860], [-5.482, 3.616, -2.162], [-8.436, 5.920, -2.266], [-8.022, 3.618, -3.465], [-8.848, 4.603, -4.658], [-7.142, 4.197, -4.884], [-7.669, 6.576, -4.077], [-5.823, 6.816, -2.652], [-5.386, 5.562, -3.816], [-5.014, 3.497, -3.142], [-6.401, 3.029, -2.129], [-4.804, 3.224, -1.404], [-8.274, 6.828, -1.842], [-8.184, 5.249, -1.545], [2.107, -3.155, 1.458], [3.252, -2.166, 1.650], [3.742, -2.041, 3.097], [2.894, -1.300, 3.946], [1.792, -2.011, 4.487], [2.861, -0.872, 1.081], [1.155, -2.738, 1.786], [2.003, -3.407, 0.401], [2.283, -4.080, 2.010], [4.104, -2.534, 1.068], [4.690, -1.496, 3.088], [3.940, -3.032, 3.528], [2.057, -3.052, 4.695], [0.929, -1.986, 3.816], [1.505, -1.527, 5.417], [3.661, -0.246, 1.090], [2.198, -0.440, 1.720], [-3.417, 0.029, 7.533], [-2.570, 0.328, 6.300], [-1.677, -0.838, 5.856], [-0.530, -1.045, 6.654], [-0.746, -1.771, 7.855], [-1.814, 1.561, 6.529], [-2.828, 0.085, 8.448], [-4.218, 0.763, 7.621], [-3.868, -0.963, 7.475], [-3.258, 0.517, 5.469], [-1.295, -0.609, 4.857], [-2.257, -1.768, 5.780], [-1.510, -2.541, 7.723], [-1.035, -1.112, 8.676], [0.189, -2.257, 8.128], [-1.353, 1.844, 5.670], [-1.056, 1.350, 7.172], [-0.189, -1.685, 11.697], [-1.264, -2.762, 11.582], [-1.566, -3.481, 12.902], [-0.590, -4.421, 13.302], [0.535, -3.887, 13.973], [-0.901, -3.696, 10.509], [0.811, -2.117, 11.736], [-0.219, -1.026, 10.831], [-0.335, -1.075, 12.590], [-2.195, -2.269, 11.284], [-2.484, -4.059, 12.771], [-1.747, -2.757, 13.708], [0.255, -3.038, 14.605], [1.317, -3.573, 13.277], [0.940, -4.675, 14.606], [-1.670, -4.342, 10.357], [-0.144, -4.279, 10.856], [-2.012, 4.248, -8.089], [-1.961, 3.010, -7.199], [-2.077, 1.684, -7.962], [-3.380, 1.366, -8.411], [-3.776, 1.983, -9.618], [-2.963, 3.134, -6.138], [-3.031, 4.477, -8.400], [-1.641, 5.114, -7.541], [-1.399, 4.123, -8.984], [-0.978, 2.993, -6.718], [-1.804, 0.876, -7.279], [-1.371, 1.654, -8.804], [-2.933, 2.082, -10.310], [-4.217, 2.968, -9.449], [-4.531, 1.346, -10.077], [-2.839, 2.373, -5.477], [-3.876, 2.973, -6.554]],
  "total_charge": 0,
  "smiles": "CC(=O)N(C)CCCC[C@H]1COC(=O)O1.COC[C@@H](C)N.COC[C@@H](C)N.COC[C@@H](C)N.COC[C@@H](C)N.COC[C@@H](C)N.COC[C@@H](C)N",
  "homo_ev": -8.790,
  "gap_ev": 9.0,
  "total_energy_ev": -67505.827,
  "de_lowest_kcal_mol": 0.0
}